No. 1
This record from the Open Molecules 2025 dataset describes a molecular structure, C17H29F5NO3P2PmTe. The level of theory is ωB97M-V with the def2-TZVPD basis set.

**Energy**: -81744.07174 eV

Geometry as ORCA input:
```
! wB97M-V def2-TZVPD RIJCOSX def2/J DEFGRID3
* xyz 0 5
C 2.69410 -3.30859 -0.32470
C 1.92174 -2.24002 0.22140
N 0.76104 -1.84941 -0.44577
C 0.31016 -2.65866 -1.44485
C 0.97791 -3.81488 -1.88959
C 2.22285 -4.10101 -1.35679
C 2.34412 -1.62584 1.39669
P 1.28778 -0.63523 2.38237
Pm -0.89968 0.16841 0.45669
P -1.39275 -0.55455 -2.45166
C -1.02161 -2.35169 -2.12121
C -0.06814 3.58578 0.90075
C -0.92514 3.78905 2.03674
C -2.02762 4.59982 1.92732
C -2.35448 5.23888 0.73208
C -1.50178 5.10047 -0.37187
C -0.35989 4.32186 -0.31498
O 5.28861 0.84649 -0.46611
O 1.08176 1.58676 -1.04384
H 3.67736 -3.43565 0.09777
H 0.46457 -4.43602 -2.62172
H 2.79201 -4.93224 -1.75351
C 0.47071 -1.68048 3.69659
C 2.48888 0.41942 3.26607
H -1.07088 -2.85819 -3.10783
H -1.84625 -2.73809 -1.47674
H 6.07733 1.24111 -0.29236
H 3.27115 -2.02307 1.82285
C -3.09735 -0.72273 -3.04042
C -0.45487 -0.36377 -4.00143
H -0.70395 3.24556 2.93420
H -2.65638 4.77116 2.79932
H -3.25969 5.82499 0.62276
H -1.73845 5.56442 -1.31715
H 0.29142 4.16651 -1.18390
H 0.32364 2.57814 0.45938
H 1.51652 2.44499 -1.31083
H 1.72267 1.04740 -0.68969
H 5.18397 0.60181 -1.42831
H 0.94665 3.13360 1.20521
H 1.14760 -2.46867 4.03763
H 0.17541 -1.04609 4.57341
H -0.46352 -2.12225 3.30321
H 3.01249 -0.08890 4.08075
H 3.22459 0.76335 2.51784
H 1.93452 1.28833 3.64500
H -0.96210 -0.87180 -4.83280
H -0.38741 0.71238 -4.21561
H 0.56537 -0.75564 -3.88958
H -3.12576 -1.11620 -4.05992
H -3.66099 -1.36689 -2.36301
H -3.53324 0.27929 -3.01061
F -2.24388 1.47281 -0.60612
Te -3.72976 -2.22376 1.42445
F -3.85720 -2.64695 -0.43777
F -2.91734 -3.69452 2.34307
F -0.64945 0.99849 2.49285
F -5.32114 -3.37459 1.48067
O -1.94618 -1.68493 1.01365
*
```

No. 2
This record from the Open Molecules 2025 dataset describes a molecular structure, C17H29HgN3OTaTe. The level of theory is ωB97M-V with the def2-TZVPD basis set.

**Energy above the lowest of the compared OMol25 structures with the same formula, charge and spin**: 0.0 kcal/mol

Geometry as ORCA input:
```
! wB97M-V def2-TZVPD RIJCOSX def2/J DEFGRID3
* xyz 2 2
N 1.33907 0.10840 0.63276
C 2.53972 -0.01058 0.98818
O 3.59086 -0.43469 0.48703
Hg 3.46757 0.49405 2.80213
Ta -0.45426 0.21367 0.02855
N -1.57388 -0.92800 1.15141
N -0.37839 -0.47460 -1.79254
C -1.58289 -2.40178 1.28801
C 0.68104 -1.07469 -2.62552
C -2.40273 -2.83419 2.50118
C -2.20242 -2.96404 0.01387
C -0.15899 -2.90347 1.47016
C 1.71602 0.01085 -2.89961
C 0.11304 -1.59702 -3.94171
C 1.34272 -2.21398 -1.87094
H -2.03735 -2.34787 3.41105
H -2.28869 -3.91823 2.62631
H -3.47051 -2.63068 2.37023
H -3.25189 -2.64780 -0.06148
H -2.15718 -4.06281 0.03733
H -1.67718 -2.60462 -0.88550
H 0.48308 -2.72878 0.59618
H -0.19871 -3.99174 1.63467
H 0.30675 -2.43681 2.34937
H 1.24525 0.87727 -3.38020
H 2.48783 -0.39651 -3.56886
H 2.19510 0.33508 -1.96683
H -0.21742 -0.78161 -4.59408
H -0.71181 -2.29691 -3.76877
H 0.91163 -2.13450 -4.46978
H 2.06907 -2.69137 -2.54767
H 0.60540 -2.97711 -1.58680
H 1.89368 -1.85965 -0.99174
C -2.73864 -0.20026 1.67986
H -2.67263 0.86970 1.42598
H -3.67834 -0.60088 1.26492
H -2.76315 -0.26697 2.77919
C -1.50343 0.16552 -2.51535
H -2.02480 0.90004 -1.87780
H -1.12789 0.71317 -3.39464
H -2.24182 -0.58742 -2.83603
Te -1.14693 2.80379 0.16092
C 0.41786 3.91398 1.14494
C 0.84060 3.60617 2.44103
C 1.88933 4.34899 3.00727
C 2.48488 5.39477 2.28875
C 2.03446 5.70615 0.99659
C 0.99498 4.96469 0.41465
H 0.35611 2.79112 2.98115
H 2.24085 4.10618 4.01208
H 3.29975 5.96908 2.73536
H 2.49182 6.52750 0.44222
H 0.62345 5.17939 -0.58749
*
```

No. 3
This record from the Open Molecules 2025 dataset describes C17H29N5O7 in the gas phase. The level of theory is ωB97M-V with the def2-TZVPD basis set.

**Energy above the lowest of the compared OMol25 structures with the same formula, charge and spin**: 5.2 kcal/mol
**Structure (SMILES)**: COCCOCC(=O)NC[C@@]1(OC)CCN(C(=O)CCCn2c(O)nnc2O)C1

Geometry as ORCA input:
```
! wB97M-V def2-TZVPD RIJCOSX def2/J DEFGRID3
* xyz 0 1
C -0.80442 3.54630 -3.15058
O 0.01295 2.40073 -3.00987
C -0.30967 1.37832 -3.93818
C 0.56836 0.18007 -3.69952
O 0.20039 -0.40614 -2.46569
C 1.00395 -1.52360 -2.13838
C 0.42387 -2.25949 -0.94776
O 1.07422 -3.09555 -0.34673
N -0.84285 -1.92129 -0.61843
C -1.47015 -2.42575 0.57947
C -2.47962 -1.41920 1.12393
O -3.47905 -1.10203 0.16860
C -4.28345 -2.18684 -0.25391
C -3.01418 -1.88051 2.48655
C -1.92309 -1.45679 3.48053
N -1.18162 -0.40946 2.77201
C 0.08801 -0.10431 3.14927
O 0.56120 -0.53901 4.18650
C 0.86968 0.79022 2.20723
C 2.22726 1.18301 2.76313
C 2.95447 2.14226 1.82944
N 3.21424 1.56586 0.51677
C 2.47346 1.65758 -0.63061
O 1.34410 2.36035 -0.63325
N 3.00526 0.99589 -1.60655
N 4.17270 0.40496 -1.09976
C 4.24863 0.76320 0.13507
O 5.19877 0.44438 1.02532
C -1.79418 -0.10522 1.49289
H -0.48529 4.27013 -2.40401
H -0.69174 3.98421 -4.14696
H -1.85793 3.29821 -2.98724
H -1.36487 1.10005 -3.82729
H -0.15364 1.74677 -4.95886
H 0.42302 -0.53806 -4.51699
H 1.62040 0.48068 -3.66802
H 1.04494 -2.23004 -2.97781
H 2.02438 -1.22237 -1.89358
H -1.30535 -1.21355 -1.16779
H -1.95613 -3.39039 0.40448
H -0.69187 -2.60693 1.32348
H -5.08441 -1.76407 -0.85607
H -3.72289 -2.89878 -0.86665
H -4.72422 -2.71782 0.59472
H -3.94891 -1.35039 2.67867
H -3.20983 -2.95168 2.53506
H -2.33762 -1.08568 4.41822
H -1.23896 -2.26894 3.73011
H 0.99314 0.25324 1.26059
H 0.28197 1.68195 1.97139
H 2.10384 1.66606 3.73399
H 2.83601 0.29485 2.93592
H 2.36439 3.04413 1.66384
H 3.91437 2.43874 2.25049
H 0.91022 2.26168 -1.51368
H 5.82248 -0.13988 0.57485
H -1.06504 0.20787 0.75036
H -2.55970 0.67209 1.58130
*
```

No. 4
This record from the Open Molecules 2025 dataset describes C17H29NO2 in the gas phase. The level of theory is ωB97M-V with the def2-TZVPD basis set.

**Energy above the lowest of the compared OMol25 structures with the same formula, charge and spin**: 20.2 kcal/mol
**Structure (SMILES)**: CC(C)(C)c1ccccc1OCCCCCNCCO

Geometry as ORCA input:
```
! wB97M-V def2-TZVPD RIJCOSX def2/J DEFGRID3
* xyz 0 1
C -2.55138 -0.49820 2.99186
C -1.53067 0.01200 4.01896
C -2.28340 0.26368 5.33038
C -0.47019 -1.06338 4.29239
C -0.85282 1.26715 3.48167
C -0.92813 2.47625 4.15717
C -0.32346 3.63083 3.68741
C 0.38507 3.59308 2.50608
C 0.48117 2.40415 1.80571
C -0.12353 1.24358 2.27462
O -0.02485 0.04313 1.62265
C 0.51778 -0.02872 0.32335
C -0.43189 0.53328 -0.73923
C 0.21121 0.62924 -2.12102
C 0.55828 -0.73215 -2.71866
C 1.09155 -0.60101 -4.14250
N 1.34350 -1.91186 -4.71105
C 1.88089 -1.87396 -6.05993
C 1.97165 -3.30583 -6.58623
O 0.71681 -3.93286 -6.56911
H -2.06179 -0.77918 2.06610
H -3.07097 -1.36937 3.38532
H -3.28622 0.27572 2.77805
H -2.74656 -0.66524 5.65750
H -3.07196 1.00112 5.19885
H -1.60925 0.59427 6.11713
H -0.94133 -1.95579 4.69916
H 0.25695 -0.69625 5.01416
H 0.05129 -1.33271 3.38060
H -1.47478 2.53901 5.08280
H -0.41091 4.55018 4.24655
H 0.86522 4.48006 2.11992
H 1.04325 2.39560 0.88535
H 0.67353 -1.09920 0.16328
H 1.49490 0.46858 0.27280
H -0.75525 1.52812 -0.42466
H -1.31978 -0.10023 -0.78664
H -0.48339 1.14067 -2.79100
H 1.11665 1.23846 -2.05921
H 1.31172 -1.22702 -2.10250
H -0.33036 -1.36513 -2.73560
H 1.99590 0.03404 -4.14180
H 0.34357 -0.10910 -4.77253
H 1.98441 -2.42311 -4.10790
H 2.86935 -1.38759 -6.12242
H 1.18020 -1.30672 -6.67954
H 2.68941 -3.87482 -5.97263
H 2.31931 -3.31383 -7.62170
H 0.28717 -3.66485 -5.74505
*
```

No. 5
This record from the Open Molecules 2025 dataset describes C17H29NO3 in the gas phase. The level of theory is ωB97M-V with the def2-TZVPD basis set.

**Energy above the lowest of the compared OMol25 structures with the same formula, charge and spin**: 0.7 kcal/mol
**Structure (SMILES)**: C[C@H]1[C@H](C)CCC[C@@H]1NC(=O)COC(=O)CC1CCCC1

Geometry as ORCA input:
```
! wB97M-V def2-TZVPD RIJCOSX def2/J DEFGRID3
* xyz 0 1
C -0.65812 2.17365 -3.10279
C 0.70958 1.70780 -2.60395
C 1.76748 2.81704 -2.71818
C 1.94690 3.28470 -4.16174
C 3.10915 2.32691 -2.16925
C 2.98426 1.88142 -0.71830
C 1.95373 0.76683 -0.60821
C 0.60037 1.24293 -1.13959
N -0.39743 0.18989 -0.99162
C -0.30829 -1.02138 -1.56023
O 0.59590 -1.40756 -2.26906
C -1.50973 -1.93228 -1.23416
O -1.59306 -2.25092 0.15370
C -2.23860 -1.41262 0.96230
O -2.73116 -0.37180 0.59413
C -2.23750 -1.90956 2.38305
C -1.42748 -0.93856 3.25563
C 0.02660 -0.80926 2.75848
C 0.89475 -0.89699 4.01275
C 0.12388 -1.87531 4.89179
C -1.32609 -1.42627 4.71494
H -0.96703 3.07848 -2.58164
H -0.63280 2.37788 -4.16874
H -1.40717 1.40412 -2.93134
H 1.03106 0.84935 -3.20032
H 1.43714 3.67100 -2.11391
H 1.05972 3.79194 -4.52927
H 2.78096 3.98039 -4.22636
H 2.15806 2.43724 -4.81001
H 3.84829 3.12722 -2.24777
H 3.45683 1.48788 -2.77517
H 3.94953 1.52920 -0.35015
H 2.67827 2.72886 -0.09911
H 1.84465 0.44771 0.43093
H 2.27490 -0.09324 -1.19584
H 0.24967 2.08376 -0.53019
H -1.23947 0.40913 -0.47582
H -2.43746 -1.44438 -1.55436
H -1.37745 -2.88273 -1.75268
H -1.80316 -2.90828 2.41371
H -3.26863 -1.94383 2.73913
H -1.92665 0.03272 3.21515
H 0.18529 0.11882 2.21036
H 0.26680 -1.63887 2.09104
H 1.90759 -1.23090 3.79330
H 0.94991 0.07620 4.50323
H 0.25373 -2.89090 4.51508
H 0.44220 -1.85087 5.93272
H -1.53857 -0.60113 5.39543
H -2.03343 -2.22655 4.92692
*
```

No. 6
This record from the Open Molecules 2025 dataset describes a molecular structure, C17H30As3Cl2SZr. The level of theory is ωB97M-V with the def2-TZVPD basis set.

**Energy above the lowest of the compared OMol25 structures with the same formula, charge and spin**: 10.2 kcal/mol

Geometry as ORCA input:
```
! wB97M-V def2-TZVPD RIJCOSX def2/J DEFGRID3
* xyz 3 1
Zr -0.00817 -1.91102 -0.61391
Cl -0.41124 -4.25285 -1.61700
C 0.95882 -4.13649 -2.74650
C 0.87520 -4.88120 -3.90074
C 1.94787 -4.82093 -4.78529
C 3.04316 -4.01519 -4.52031
C 3.09750 -3.25310 -3.35831
Cl 4.45664 -2.25788 -3.05684
C 2.05176 -3.31730 -2.43452
S 2.22448 -2.41464 -0.89918
H 0.01659 -5.50633 -4.10506
H 1.92311 -5.41449 -5.68896
H 3.87281 -3.97476 -5.21340
C 2.03903 -1.05278 2.82563
As 0.31587 -1.15647 1.97284
C -0.70583 -2.51393 2.91238
C -0.58574 0.55629 2.27633
C -1.61105 1.05622 1.24179
C -2.50088 -0.08631 0.74834
C -0.95585 1.79027 0.06616
As 0.03076 0.76857 -1.29165
C 1.81130 1.51669 -1.31836
C -0.76851 1.27184 -2.97755
C -2.56163 2.04938 1.95548
As -2.07788 3.86581 2.69006
C -1.89726 4.88195 1.01972
C -0.16107 3.73594 3.11037
H 1.86075 -0.83162 3.87852
H 2.62342 -0.25770 2.36629
H 2.55873 -2.00386 2.72522
H -1.01580 -2.11600 3.87942
H -0.07740 -3.39164 3.06146
H -1.59977 -2.79376 2.35307
H 0.21166 1.28286 2.43168
H -1.07709 0.40294 3.24152
H -1.92317 -0.90475 0.22268
H -3.23780 0.24619 0.01607
H -3.02606 -0.58812 1.56203
H -0.25141 2.54014 0.42901
H -1.72377 2.31831 -0.50465
H 1.71709 2.59149 -1.47603
H 2.38973 1.07274 -2.12636
H 2.31016 1.32745 -0.36870
H -0.72818 2.36059 -3.03183
H -1.80454 0.93934 -3.02027
H -0.20723 0.84310 -3.80572
H -3.01713 1.53146 2.80328
H -3.38499 2.29190 1.27662
H -2.80156 4.77649 0.42044
H -1.02093 4.62492 0.42484
H -1.81426 5.93229 1.29714
H 0.01265 3.07284 3.95708
H 0.12611 4.73918 3.42633
H 0.48098 3.46599 2.26933
*
```

No. 7
This record from the Open Molecules 2025 dataset describes a molecular structure, C17H30AuN11SSe. The level of theory is ωB97M-V with the def2-TZVPD basis set.

**Energy above the lowest of the compared OMol25 structures with the same formula, charge and spin**: 0.0 kcal/mol

Geometry as ORCA input:
```
! wB97M-V def2-TZVPD RIJCOSX def2/J DEFGRID3
* xyz 4 3
Au 0.57308 -0.46566 0.92709
N -5.28189 0.46457 0.89884
C -4.13499 0.32713 -0.05825
C -3.45367 -1.00124 0.11521
C -2.10424 -1.15968 -0.59383
N -1.04612 -1.71601 0.36534
C -1.65389 0.08207 -1.36844
C -2.03764 1.49091 -0.83656
N -0.86791 2.13904 -0.20480
C -3.19601 1.47067 0.22994
H -6.06373 -0.22935 0.79104
H -5.75567 1.39789 0.90842
H -4.89096 0.41564 1.84421
H -4.57096 0.45920 -1.09798
H -4.18567 -1.78250 -0.20538
H -3.39383 -1.24562 1.16649
H -2.18105 -1.96942 -1.39125
H -0.62826 -2.54529 -0.06386
H -1.45612 -2.06585 1.24587
H -2.09286 0.05199 -2.43049
H -0.54166 0.05351 -1.59845
H -2.39737 2.05077 -1.70711
H -1.07031 3.13235 -0.08636
H -0.09500 2.14053 -0.84345
H -3.74810 2.42567 0.17501
H -2.77651 1.23022 1.22182
C -1.70886 -0.74457 7.08591
N -1.65321 -0.85387 5.68958
C -0.52362 -0.82758 4.94211
N 0.62897 -1.28052 5.53817
S -0.72352 -0.32164 3.32160
H -2.73728 -0.50723 7.33197
H -1.11849 -0.00630 7.59901
H -1.44270 -1.68351 7.58850
H -2.43874 -0.62528 5.10819
H 0.58343 -2.06735 6.19315
H 1.28174 -1.55629 4.79871
N 3.35995 1.89472 -6.70338
C 2.84893 0.85702 -5.99725
C 2.17653 1.01988 -4.74262
N 1.57493 0.03675 -4.14996
C 1.63609 -1.20799 -4.73689
C 2.35386 -1.34973 -5.89808
N 2.93628 -0.36336 -6.48072
H 2.84142 2.75254 -6.72683
H 3.82538 1.55024 -7.57207
H 2.03996 1.97460 -4.18205
H 1.20461 -2.02138 -4.14126
H 2.46076 -2.34984 -6.34078
Se 4.55217 -2.85370 1.31099
N 5.65758 -1.51828 0.72875
C 4.86119 -0.46464 0.64660
C 5.29956 0.76718 0.16244
C 4.28630 1.64029 -0.17051
C 2.95602 1.41607 0.11919
N 2.46974 0.35182 0.79394
C 3.39746 -0.63676 0.93199
N 3.05501 -1.83848 1.33774
H 6.36448 1.00835 0.19486
H 4.55488 2.49968 -0.84579
H 2.19053 2.15756 -0.13830
*
```

No. 8
This record from the Open Molecules 2025 dataset describes 4 unconnected molecules or ions with the total composition C17H30BFIN3O4. The level of theory is ωB97M-V with the def2-TZVPD basis set.

**Energy**: -42264.01683 eV
**Structure (SMILES)**: C[C@H](F)[C@@](I)(C#N)[C@@H](C#N)B(O)N(C)C.CC(C)=O.CC(C)=O.CC(C)=O

Geometry as ORCA input:
```
! wB97M-V def2-TZVPD RIJCOSX def2/J DEFGRID3
* xyz 0 1
C 2.01669 3.84353 4.12805
C 1.71832 3.62071 2.53785
F 1.37624 4.95444 1.91358
C 0.71505 2.41167 2.13711
I -0.00425 2.65864 0.04090
C 1.64032 1.01861 2.09812
N 2.40230 -0.03511 2.29920
C -0.54416 2.10133 3.11343
C -0.14200 1.27173 4.51089
N 0.28503 0.56544 5.53359
B -1.53680 3.35954 3.46133
O -2.72800 3.04273 4.32675
N -1.42895 4.78948 2.98225
C -1.43268 5.78677 4.12617
C -2.48463 5.15435 1.96261
H 2.43262 4.94947 4.26848
H 1.09713 3.74756 4.84136
H 2.86757 3.13100 4.56634
H 2.77544 3.35067 2.04914
H -1.22795 1.31688 2.52378
H -3.25065 2.27943 3.91522
H -1.62507 6.90803 3.77262
H -2.28488 5.54945 4.92382
H -0.41436 5.82155 4.73488
H -3.43060 4.43125 2.02973
H -2.86191 6.27998 2.06054
H -2.01190 5.06578 0.89461
C 0.54781 -1.73089 -1.41997
C -0.83849 -1.27424 -1.78819
C -1.69367 -2.22427 -2.58328
O -1.25657 -0.16736 -1.45216
H 1.04918 -0.94332 -0.84742
H 0.49080 -2.63031 -0.80179
H 1.12699 -1.92750 -2.32573
H -1.85047 -3.14571 -2.01696
H -1.21433 -2.44288 -3.54081
H -2.66726 -1.76138 -2.77619
C 5.75540 -3.29280 -2.23631
C 4.67962 -2.24000 -2.21978
C 4.59973 -1.34854 -1.00942
O 3.89599 -2.11288 -3.15928
H 5.69300 -3.86072 -3.17067
H 6.73900 -2.81988 -2.17954
H 5.61479 -3.98076 -1.39879
H 5.53189 -0.78907 -0.89795
H 4.40769 -1.94989 -0.11727
H 3.77690 -0.63709 -1.13645
C -3.34497 -4.66046 -5.70509
C -3.40192 -5.34486 -4.36557
C -4.04316 -6.70559 -4.30833
O -2.94198 -4.81276 -3.35650
H -2.85547 -3.68699 -5.59468
H -2.76583 -5.26550 -6.40714
H -4.35758 -4.50175 -6.08449
H -3.49518 -7.40171 -4.94823
H -5.08683 -6.63797 -4.62554
H -4.01307 -7.07787 -3.27883
*
```